# 1
Below is 15 unconnected molecules or ions with the total composition C33H78N9O27 at a distorted geometry, with properties calculated with the ωB97M-V functional and the def2-TZVPD basis.

ORCA input file:
```
! wB97M-V def2-TZVPD RIJCOSX def2/J DEFGRID3
* xyz 3 1
C -1.13 -4.04 1.44
C -1.14 -3.69 -0.09
O -1.67 -2.74 -0.61
N -0.09 -4.39 -1.04
H 0.58 -3.71 -1.37
H 0.45 -5.04 -0.48
C -0.69 -5.05 -2.21
H -0.18 -3.88 1.95
H -1.43 -5.09 1.44
H -1.83 -3.49 2.06
H -1.44 -5.61 -1.66
H 0.10 -5.72 -2.55
H -1.07 -4.36 -2.97
C -4.07 -1.33 -2.68
C -3.88 -2.49 -3.63
O -2.74 -2.87 -3.93
N -5.09 -3.36 -3.92
H -5.79 -2.78 -3.49
H -5.27 -3.40 -4.91
C -4.95 -4.82 -3.32
H -3.36 -0.53 -2.91
H -3.84 -1.65 -1.67
H -5.07 -0.90 -2.68
H -5.89 -5.34 -3.53
H -4.92 -4.86 -2.23
H -4.06 -5.36 -3.66
C -0.92 2.22 -0.71
C -1.26 0.87 -0.10
O -2.17 0.07 -0.34
N -0.43 0.66 1.14
H -0.10 1.50 1.60
H -0.94 0.27 1.92
C 0.80 -0.26 0.88
H -0.63 2.94 0.05
H -1.68 2.67 -1.35
H 0.00 2.05 -1.27
H 1.39 0.00 0.00
H 0.44 -1.29 0.83
H 1.28 -0.14 1.85
C -4.91 3.88 0.14
C -5.10 2.66 -0.76
O -4.73 1.53 -0.49
N -6.20 2.90 -1.85
H -6.18 3.89 -2.03
H -5.76 2.60 -2.71
C -7.65 2.47 -1.64
H -5.84 4.39 0.38
H -4.30 4.51 -0.51
H -4.33 3.57 1.01
H -8.15 2.71 -2.58
H -7.94 3.07 -0.78
H -7.58 1.40 -1.45
C 2.50 -2.07 4.43
C 3.63 -3.00 4.13
O 4.73 -2.57 3.91
N 3.46 -4.55 4.29
H 4.37 -5.00 4.27
H 2.98 -4.71 5.17
C 2.62 -5.17 3.14
H 2.11 -2.25 5.44
H 1.76 -2.24 3.65
H 2.62 -0.99 4.49
H 1.75 -4.52 3.13
H 2.45 -6.20 3.46
H 3.19 -5.03 2.22
C -4.88 -1.83 1.71
C -5.88 -0.71 1.67
O -6.84 -0.75 0.90
N -5.64 0.58 2.56
H -4.68 0.89 2.56
H -6.30 1.29 2.28
C -5.93 0.31 4.03
H -5.21 -2.57 0.99
H -5.02 -2.42 2.62
H -3.84 -1.58 1.51
H -5.67 1.23 4.56
H -5.26 -0.43 4.46
H -6.96 -0.04 4.13
C 5.25 -0.70 0.82
C 5.86 0.09 1.94
O 5.35 0.30 3.09
N 7.19 0.83 1.56
H 7.17 1.09 0.59
H 7.28 1.78 1.91
C 8.45 0.03 2.03
H 6.02 -0.71 0.05
H 4.29 -0.24 0.57
H 5.03 -1.75 1.03
H 8.37 -0.16 3.10
H 9.30 0.57 1.61
H 8.37 -0.93 1.52
C -0.24 -0.15 -3.95
C 0.98 -0.35 -4.87
O 0.94 -0.04 -6.03
N 2.32 -0.86 -4.27
H 2.55 -0.10 -3.64
H 2.19 -1.69 -3.72
C 3.36 -1.24 -5.31
H -1.10 -0.25 -4.61
H -0.34 0.82 -3.45
H -0.23 -1.03 -3.30
H 3.16 -2.20 -5.78
H 4.35 -1.30 -4.86
H 3.42 -0.44 -6.05
C 4.33 5.58 2.03
C 3.88 4.18 1.52
O 3.73 3.20 2.28
N 3.54 4.04 0.01
H 4.03 4.79 -0.46
H 4.01 3.30 -0.48
C 2.11 4.28 -0.39
H 4.76 5.64 3.03
H 3.48 6.24 1.92
H 5.09 6.04 1.40
H 1.97 4.12 -1.46
H 2.10 5.36 -0.22
H 1.39 3.72 0.20
O 4.16 -2.93 -1.79
C 2.94 -2.97 -1.47
O 2.10 -3.21 -2.28
O 2.80 -2.75 -0.24
H 4.33 -2.69 -0.87
O 4.44 2.59 -1.85
C 3.88 1.43 -2.27
O 2.63 1.36 -2.31
O 4.55 0.41 -2.63
H 5.32 2.22 -1.91
O -2.45 -1.12 5.12
C -1.86 -0.85 3.96
O -2.42 0.01 3.31
O -0.91 -1.51 3.57
H -3.03 -0.35 5.15
O -1.96 6.90 0.19
C -1.08 5.93 0.04
O -0.81 5.29 1.06
O -0.58 5.72 -1.06
H -2.03 6.79 1.14
O 1.75 2.63 -4.91
C 0.48 3.07 -4.88
O 0.09 3.38 -3.74
O -0.13 3.29 -5.93
H 1.80 2.68 -3.95
O 2.40 2.91 4.60
C 1.24 2.44 4.32
O 0.63 1.85 5.25
O 0.90 2.42 3.11
H 2.47 2.85 3.64
*
```

- Energy: -104143.190 eV



# 2
Below is 9 unconnected molecules or ions with the total composition C33H79N9O7 at a distorted geometry, with properties calculated with the ωB97M-V functional and the def2-TZVPD basis.

ORCA input file:
```
! wB97M-V def2-TZVPD RIJCOSX def2/J DEFGRID3
* xyz 0 1
C 5.19 -5.30 -14.36
C 5.76 -5.07 -12.98
N 6.48 -6.29 -12.45
C 7.60 -6.66 -13.25
C 8.78 -5.71 -13.27
C 6.65 -6.17 -10.99
C 6.90 -7.57 -10.46
H 5.92 -5.41 -15.16
H 4.62 -4.38 -14.53
H 4.35 -5.99 -14.42
H 6.46 -4.23 -13.00
H 5.02 -4.69 -12.28
H 8.05 -7.60 -12.93
H 7.28 -6.91 -14.26
H 8.57 -4.86 -13.92
H 9.08 -5.43 -12.25
H 9.61 -6.21 -13.76
H 5.78 -5.69 -10.54
H 7.55 -5.56 -10.90
H 6.79 -7.48 -9.38
H 7.90 -7.90 -10.72
H 6.18 -8.30 -10.84
C 8.11 -5.70 -18.35
C 8.90 -4.41 -18.46
N 9.09 -3.58 -17.22
C 7.81 -3.10 -16.66
C 8.05 -1.92 -15.76
C 10.04 -4.22 -16.26
C 11.46 -4.12 -16.71
H 7.08 -5.46 -18.62
H 8.01 -6.03 -17.32
H 8.46 -6.43 -19.08
H 9.84 -4.56 -19.00
H 8.38 -3.75 -19.16
H 7.12 -2.80 -17.45
H 7.32 -3.88 -16.07
H 7.15 -1.67 -15.21
H 8.86 -2.05 -15.04
H 8.26 -1.01 -16.33
H 9.87 -5.21 -15.85
H 9.98 -3.55 -15.40
H 11.64 -4.78 -17.56
H 12.19 -4.24 -15.91
H 11.55 -3.11 -17.12
C 7.24 -10.34 -14.48
N 7.68 -9.63 -15.67
C 6.70 -8.94 -16.50
C 8.96 -9.54 -15.95
O 9.47 -8.93 -16.90
H 6.88 -9.72 -13.66
H 8.07 -10.86 -13.99
H 6.47 -11.03 -14.81
H 6.15 -8.19 -15.93
H 7.15 -8.48 -17.38
H 5.92 -9.52 -16.98
H 9.59 -10.14 -15.27
C 9.52 -13.09 -10.63
N 9.72 -12.15 -11.72
C 9.27 -10.84 -11.47
C 10.16 -12.61 -12.90
O 10.37 -11.90 -13.89
H 8.44 -13.25 -10.61
H 9.88 -12.65 -9.70
H 9.94 -14.10 -10.72
H 9.67 -10.58 -10.49
H 9.58 -10.17 -12.27
H 8.18 -10.86 -11.41
H 10.41 -13.68 -12.81
C 4.14 -8.86 -13.37
N 2.74 -8.90 -13.83
C 1.73 -9.42 -12.95
C 2.28 -8.36 -15.03
O 1.11 -8.15 -15.34
H 4.26 -7.95 -12.78
H 4.79 -8.76 -14.24
H 4.38 -9.74 -12.78
H 1.98 -10.40 -12.52
H 1.62 -8.76 -12.09
H 0.77 -9.56 -13.44
H 3.15 -8.27 -15.70
C 12.84 -9.30 -15.43
N 12.32 -8.18 -14.65
C 11.85 -7.00 -15.35
C 11.96 -8.47 -13.37
O 11.35 -7.66 -12.68
H 12.05 -9.84 -15.94
H 13.38 -10.02 -14.81
H 13.47 -8.98 -16.26
H 11.55 -6.21 -14.66
H 12.69 -6.67 -15.96
H 11.02 -7.18 -16.02
H 12.26 -9.45 -12.98
C 5.07 -8.97 -21.50
N 4.93 -8.03 -20.35
C 5.31 -6.67 -20.74
C 4.64 -8.43 -19.13
O 4.44 -7.74 -18.19
H 6.04 -8.90 -21.99
H 4.35 -8.76 -22.29
H 4.78 -9.95 -21.12
H 4.59 -6.27 -21.44
H 5.32 -6.03 -19.86
H 6.34 -6.62 -21.11
H 4.53 -9.53 -19.20
C 3.49 -11.53 -16.10
N 3.30 -12.94 -15.76
C 2.58 -13.14 -14.50
C 3.63 -14.00 -16.60
O 3.43 -15.14 -16.25
H 4.13 -11.07 -15.34
H 2.52 -11.03 -16.05
H 3.97 -11.33 -17.05
H 2.86 -12.52 -13.66
H 1.56 -12.87 -14.76
H 2.55 -14.18 -14.17
H 4.10 -13.63 -17.52
C 9.33 -13.96 -16.09
N 7.96 -13.49 -16.18
C 7.11 -13.81 -15.03
C 7.48 -12.92 -17.32
O 6.33 -12.67 -17.61
H 9.36 -15.04 -16.22
H 9.80 -13.82 -15.12
H 9.96 -13.55 -16.89
H 6.09 -13.41 -15.08
H 6.94 -14.87 -14.87
H 7.54 -13.44 -14.10
H 8.39 -12.76 -17.91
*
```

- SMILES: CCN(CC)CC.CCN(CC)CC.CN(C)C=O.CN(C)C=O.CN(C)C=O.CN(C)C=O.CN(C)C=O.CN(C)C=O.CN(C)C=O
- Energy: -63243.674 eV